Record 1
A 2-piece molecular cluster, C4H12N4O2 overall. Source: the Open Molecules 2025 dataset; level of theory: wB97M-V/def2-TZVPD.

Geometry as XYZ:
```
22
C4H12N4O2 | the Open Molecules 2025 dataset | wB97M-V/def2-TZVPD
C 2.1255 -1.5320 1.1556
C 1.4953 -1.1224 -0.2102
N 2.5507 -0.9751 -1.1231
N 0.7303 0.0555 0.0226
N 1.3536 1.0984 0.1087
O 2.5310 1.2522 0.0645
O 0.6262 2.2459 0.1422
H 2.6612 -2.5576 1.1828
H 2.9703 -0.7469 1.2033
H 1.3749 -1.5769 2.0526
H 0.6634 -1.7274 -0.6783
H 3.3865 -0.5905 -0.6871
H 2.3043 -0.3967 -1.8970
H -0.3797 1.8941 -0.0227
H -2.5773 2.3447 -0.8259
N -1.9295 1.7665 -0.3201
C -2.3745 0.7151 0.2138
C -3.6712 0.1423 -0.1850
H -1.7110 -0.1130 0.5597
H -4.1309 0.5165 -1.1707
H -3.6363 -0.8683 -0.2336
H -4.3628 0.1759 0.6480
```

Calculated values
**Energy above the lowest of the compared OMol25 structures with the same formula, charge and spin**: 6.125 eV
**SMILES**: C[C@H](N)/N=[N+](\[O-])O.[H]/N=C\C



Record 2
C4H9Cl6HgO as an isolated structure. Source: the Open Molecules 2025 dataset; level of theory: wB97M-V/def2-TZVPD.

Geometry as XYZ:
```
21
C4H9Cl6HgO | the Open Molecules 2025 dataset | wB97M-V/def2-TZVPD
Hg -0.2820 -2.8729 -0.0133
C -0.0179 0.5418 0.3551
O -0.5553 -0.6555 -0.0412
H 0.0649 0.6837 1.4373
H 0.9391 0.7864 -0.1128
H -0.7313 1.3256 0.0457
C -0.4304 -1.0073 4.2001
Cl -0.0089 -2.4361 3.1697
Cl 0.7804 -0.7919 5.4386
H -0.5000 -0.1255 3.5705
H -1.4324 -1.1835 4.5794
C -2.8464 0.8878 -2.3388
Cl -4.3575 1.5484 -1.6808
Cl -3.1525 0.2546 -3.9516
H -2.1090 1.6835 -2.3132
H -2.5724 0.0580 -1.6932
C 3.3228 0.2915 -2.1966
Cl 3.9098 1.3745 -0.9506
Cl 4.5445 -0.9018 -2.6487
H 2.4809 -0.2465 -1.7652
H 2.9535 0.7854 -3.0903
```

Calculated values
**Total charge**: +1
**Energy above the lowest of the compared OMol25 structures with the same formula, charge and spin**: 0.000 eV



Record 3
C30H27F3N6OPmSSb as an isolated structure. Source: the Open Molecules 2025 dataset; level of theory: wB97M-V/def2-TZVPD.

Geometry as XYZ:
```
70
C30H27F3N6OPmSSb | the Open Molecules 2025 dataset | wB97M-V/def2-TZVPD
Pm -0.2149 -0.3458 -0.0172
C 2.7857 -0.3946 1.9503
C 1.6985 0.0784 2.8673
C 2.0025 0.5225 4.1473
C 0.9851 0.9046 5.0034
C -0.3258 0.7978 4.5611
C -0.5705 0.3450 3.2756
N 0.4213 0.0131 2.4270
Sb -2.7034 -0.0307 2.8966
C -2.5220 -1.9805 1.9165
C -3.4091 -2.9028 2.4416
C -3.4085 -4.2018 1.9563
C -2.4997 -4.5273 0.9719
C -1.6246 -3.5620 0.4849
C -0.6538 -3.9412 -0.5886
N -1.6364 -2.2866 0.9447
C -3.0388 1.2271 1.1385
C -4.1477 2.0455 1.2485
C -4.4480 2.9264 0.2164
C -3.6189 2.9481 -0.8873
C -2.5241 2.0948 -0.9442
C -1.6158 2.1274 -2.1368
N -2.2331 1.2400 0.0579
H 3.7691 -0.1637 2.3542
H 2.7213 0.0579 0.9593
H 2.7252 -1.4786 1.8278
H 3.0335 0.5468 4.4734
H 1.2052 1.2527 6.0041
H -1.1494 1.0523 5.2150
H -4.0932 -2.6032 3.2247
H -4.0972 -4.9405 2.3447
H -2.4536 -5.5297 0.5709
H -0.5666 -5.0235 -0.6549
H 0.3381 -3.5377 -0.3947
H -1.0033 -3.5888 -1.5615
H -4.7696 1.9977 2.1326
H -5.3081 3.5798 0.2769
H -3.8130 3.6196 -1.7127
H -2.1928 2.2215 -3.0558
H -1.0155 1.2215 -2.1960
H -0.9535 2.9920 -2.0724
F 2.5735 -4.2828 -2.4488
C 2.5577 -3.4576 -3.5153
F 2.6659 -4.2176 -4.6093
F 3.6409 -2.6722 -3.4550
C 1.2758 -2.6570 -3.5497
C 0.4157 -2.7823 -4.6206
C -0.7884 -2.0829 -4.6144
C -1.0835 -1.3047 -3.5244
N -0.2622 -1.1629 -2.4687
C 0.9323 -1.8115 -2.4758
S 1.9665 -1.5348 -1.1163
H 0.6788 -3.4208 -5.4532
H -1.4835 -2.1554 -5.4378
H -2.0188 -0.7587 -3.4743
N 3.1676 4.1740 2.4153
C 3.1420 4.5908 1.1183
O 3.4235 5.7091 0.7619
C 2.7081 3.5625 0.1028
C 3.2503 3.6203 -1.1769
C 2.7919 2.7300 -2.1335
C 1.7938 1.8401 -1.7880
N 1.2441 1.7844 -0.5657
C 1.7142 2.6363 0.3587
H 3.5255 4.8411 3.0823
H 3.2470 3.2016 2.6508
H 4.0033 4.3642 -1.4027
H 3.1949 2.7271 -3.1362
H 1.4110 1.1427 -2.5241
H 1.2376 2.6039 1.3333
```

Calculated values
**Spin multiplicity**: 5
**Total charge**: +2
**E**: -3109.24612 Eh



Record 4
C29H39CeN5OP2S3Si as an isolated structure. Source: the Open Molecules 2025 dataset; level of theory: wB97M-V/def2-TZVPD.

Geometry as XYZ:
```
81
C29H39CeN5OP2S3Si | the Open Molecules 2025 dataset | wB97M-V/def2-TZVPD
Ce -0.7794 -0.8167 -0.3231
C 0.1848 1.5277 5.1526
Si -1.6861 1.7565 4.8166
C -2.7240 0.2965 5.4467
C -2.2303 3.3585 5.6975
C -1.9721 1.9899 2.9492
C -2.5196 3.1488 2.4418
C -2.7719 3.2877 1.0782
C -2.4574 2.2328 0.2534
N -1.9325 1.0849 0.7006
C -1.6889 0.9608 2.0316
S -0.9985 -0.5398 2.5295
H 0.4328 1.9011 6.1410
H 0.7957 2.0679 4.4347
H 0.4595 0.4793 5.1185
H -2.6350 0.1887 6.5232
H -2.4018 -0.6323 4.9885
H -3.7761 0.4347 5.2136
H -2.0870 3.2504 6.7681
H -3.2815 3.5790 5.5397
H -1.6557 4.2259 5.3851
H -2.7506 3.9538 3.1209
H -3.2091 4.1908 0.6826
H -2.6133 2.2844 -0.8226
S -1.5036 -3.5764 -0.0934
C 0.1451 -3.5945 0.2725
N 0.9271 -2.5427 0.0532
C 2.2313 -2.8040 0.3847
C 3.2974 -1.9225 0.2126
C 4.5674 -2.3268 0.5713
C 4.7894 -3.5938 1.1042
C 3.7465 -4.4901 1.2642
C 2.4719 -4.0937 0.8971
S 0.9758 -4.9940 0.9292
H 3.1114 -0.9496 -0.2216
H 5.4002 -1.6565 0.4172
H 5.7893 -3.8854 1.3853
H 3.9236 -5.4787 1.6547
C -4.5264 -0.1195 -2.5353
P -2.8192 -0.7800 -2.3762
C -3.1101 -2.4398 -3.1215
C -1.8735 0.0802 -3.6946
C -2.4038 1.1859 -4.3522
C -1.6402 1.8998 -5.2602
C -0.3355 1.5201 -5.5174
C 0.1987 0.4122 -4.8825
C -0.5506 -0.3127 -3.9670
P 0.1680 -1.7112 -3.0149
C 0.1038 -3.0829 -4.2519
C 1.9896 -1.4361 -3.1213
H -4.5937 0.9121 -2.1945
H -5.1635 -0.7289 -1.8917
H -4.8739 -0.2010 -3.5669
H -3.1300 -2.3584 -4.2082
H -4.0720 -2.8111 -2.7714
H -2.3459 -3.1481 -2.7992
H -3.4130 1.5108 -4.1517
H -2.0645 2.7618 -5.7514
H 0.2675 2.0858 -6.2109
H 1.2189 0.1255 -5.0879
H 0.6673 -2.8048 -5.1436
H -0.9108 -3.3412 -4.5394
H 0.5655 -3.9545 -3.7882
H 2.3603 -1.5901 -4.1347
H 2.4676 -2.1667 -2.4649
H 2.2425 -0.4346 -2.7814
C 4.1983 2.2169 1.4043
N 2.9764 1.7308 0.8130
C 2.5467 2.0277 -0.5373
C 1.2720 1.1885 -0.6290
O 0.5065 1.0520 -1.5855
N 1.0934 0.5607 0.5383
C 2.0846 0.9052 1.3813
N 2.0985 0.4371 2.6123
H 4.6655 2.9251 0.7266
H 4.8974 1.3977 1.5806
H 3.9990 2.7304 2.3455
H 3.2881 1.7302 -1.2841
H 2.3329 3.0913 -0.6727
H 1.2417 -0.0558 2.9001
H 2.8009 0.6870 3.2883
```

Calculated values
**Spin multiplicity**: 2
**Total charge**: +1
**Energy above the lowest of the compared OMol25 structures with the same formula, charge and spin**: 0.801 eV



Record 5
An isolated molecule of C3H5B. Source: the Open Molecules 2025 dataset; level of theory: wB97M-V/def2-TZVPD.

Geometry as XYZ:
```
9
C3H5B | the Open Molecules 2025 dataset | wB97M-V/def2-TZVPD
B -2.3644 -0.2904 -0.2755
C 1.2734 -0.6410 -0.0067
C -1.0784 0.4388 0.1134
C 0.4162 0.3075 -0.3371
H 2.1119 -0.6620 -0.6396
H 1.1536 -1.5810 0.5560
H -1.4794 1.4527 0.2951
H -1.0112 -0.0661 1.1484
H 0.9782 1.0414 -0.8540
```

Calculated values
**Energy above the lowest of the compared OMol25 structures with the same formula, charge and spin**: 2.569 eV



Record 6
An isolated molecule of C6H7F3N2. Source: the Open Molecules 2025 dataset; level of theory: wB97M-V/def2-TZVPD.

Geometry as XYZ:
```
18
C6H7F3N2 | the Open Molecules 2025 dataset | wB97M-V/def2-TZVPD
C 1.4989 -1.2254 -1.1143
C 0.2736 -1.6713 -1.0338
C -0.5957 -1.3675 0.1384
C 1.5476 0.0433 -0.4633
C 0.7065 1.8820 0.7822
C -1.9470 -0.5895 -0.2785
N 0.1175 -0.5151 1.1856
N 0.8369 0.4726 0.5844
F 2.1911 1.0339 -1.0596
F -2.5541 -1.3407 -1.1831
F -1.6530 0.6375 -0.8818
H 2.0717 -1.3595 -1.9672
H -0.9452 -2.2173 0.5444
H 1.3572 2.2042 1.6740
H 0.8361 2.4339 -0.1865
H -0.3859 1.9077 1.1126
H -2.6821 -0.3287 0.4227
H -0.6741 0.0000 1.7238
```

Calculated values
**Energy above the lowest of the compared OMol25 structures with the same formula, charge and spin**: 5.421 eV



Record 7
A 2-piece molecular cluster, C3H2Cl2N2 overall. Source: the Open Molecules 2025 dataset; level of theory: wB97M-V/def2-TZVPD.

Geometry as XYZ:
```
9
C3H2Cl2N2 | the Open Molecules 2025 dataset | wB97M-V/def2-TZVPD
C -0.7202 1.6983 0.3710
C 0.7285 -1.1157 0.1317
C -0.7909 0.8034 -0.7089
N -0.4749 2.4660 1.2051
N 1.7667 -0.8365 0.6916
Cl -0.1516 -2.4760 -0.2556
Cl -2.1699 -0.1154 -0.9217
H -0.4509 0.9962 -1.7307
H 2.2634 -1.4203 1.2176
```

Calculated values
**Energy above the lowest of the compared OMol25 structures with the same formula, charge and spin**: 4.441 eV